(1)
Entry from OMol25: a structure of composition C24H52Br2O14P4S at a distorted geometry (ωB97M-V/def2-TZVPD).

Its orbital gap is 0.2787 hartree. The max |F| comes out at 0.17709 Eh/bohr. Its HOMO energy is -9.013 eV.

ORCA input file:
```
! wB97M-V def2-TZVPD RIJCOSX def2/J DEFGRID3
* xyz 0 1
C -4.691 -4.787 3.714
C -4.853 -3.583 3.620
P -4.620 -1.735 3.810
C -3.516 -1.058 2.464
Br -4.086 0.569 1.476
C -2.291 -1.592 2.104
C -1.739 -2.879 2.810
Br -1.233 -0.718 0.678
S -6.657 -0.986 3.595
C -7.422 -1.945 2.230
O -7.342 -1.377 4.841
O -6.712 0.469 3.419
H -4.852 -5.868 3.954
H -0.730 -3.134 2.373
H -1.742 -2.814 3.932
H -2.423 -3.733 2.501
H -8.203 -1.363 1.651
H -6.674 -2.308 1.459
H -7.860 -2.875 2.709
O 1.919 -2.177 4.850
P 3.241 -1.441 4.978
O 3.640 -1.514 3.366
C 2.692 -1.180 2.359
C 2.671 0.309 2.078
O 4.142 -2.720 5.508
C 3.514 -3.834 6.142
C 3.203 -4.918 5.124
O 4.607 -0.514 5.309
C 5.336 0.296 4.405
C 4.859 1.739 4.459
H 1.687 -1.526 2.608
H 2.994 -1.713 1.453
H 2.330 0.863 2.956
H 1.999 0.538 1.248
H 3.668 0.674 1.820
H 2.622 -3.519 6.682
H 4.217 -4.227 6.878
H 2.692 -4.526 4.245
H 2.577 -5.693 5.572
H 4.124 -5.383 4.765
H 5.344 -0.087 3.386
H 6.380 0.267 4.732
H 3.771 1.796 4.409
H 5.292 2.320 3.642
H 5.156 2.199 5.404
O -8.519 2.648 -2.714
P -7.094 2.649 -3.234
O -7.079 1.054 -3.708
C -8.150 0.501 -4.462
C -7.974 0.730 -5.950
O -6.338 2.475 -1.777
C -6.996 2.858 -0.568
C -7.708 1.668 0.048
O -5.546 2.883 -3.857
C -4.904 2.130 -4.869
C -5.096 2.773 -6.233
H -9.120 0.883 -4.138
H -8.151 -0.574 -4.261
H -8.013 1.797 -6.183
H -8.762 0.228 -6.515
H -7.011 0.348 -6.295
H -7.678 3.689 -0.747
H -6.228 3.211 0.122
H -8.325 1.132 -0.675
H -8.346 1.990 0.874
H -6.985 0.945 0.432
H -5.188 1.079 -4.876
H -3.836 2.138 -4.633
H -6.141 3.038 -6.401
H -4.758 2.103 -7.027
H -4.522 3.700 -6.297
O 4.881 0.169 -1.924
P 6.181 0.941 -1.774
O 6.583 0.866 -3.388
C 5.638 1.195 -4.398
C 5.610 2.683 -4.686
O 7.089 -0.345 -1.265
C 6.466 -1.469 -0.642
C 6.152 -2.540 -1.671
O 7.565 1.854 -1.462
C 8.292 2.655 -2.375
C 7.833 4.103 -2.318
H 4.635 0.845 -4.151
H 5.946 0.660 -5.301
H 5.263 3.239 -3.812
H 4.939 2.904 -5.519
H 6.605 3.053 -4.943
H 5.576 -1.163 -0.093
H 7.174 -1.870 0.086
H 5.634 -2.138 -2.543
H 5.530 -3.323 -1.230
H 7.071 -2.998 -2.042
H 8.285 2.270 -3.393
H 9.339 2.614 -2.060
H 6.745 4.173 -2.355
H 8.264 4.678 -3.140
H 8.146 4.561 -1.376
*
```

Atom charges from the Löwdin analysis, given in e for atoms 1 to 2: number 1, C, carries 0.03; number 2, C, carries -0.34

(2)
Entry from OMol25: a structure of composition C24H52ClGeN2O2PdSi3Te at a distorted geometry (ωB97M-V/def2-TZVPD).

Its orbital gap (alpha / beta) is 0.2642 / 0.2020 hartree. The max |F| comes out at 0.03231 Eh/bohr. Its HOMO energy (alpha / beta) is -6.694 / -7.346 eV.

ORCA input file:
```
! wB97M-V def2-TZVPD RIJCOSX def2/J DEFGRID3
* xyz 0 4
Pd -0.871 -0.091 -0.175
N -2.801 -0.886 -2.087
C -3.870 -1.859 -1.891
C -4.788 -1.425 -0.741
C -3.977 -0.982 0.471
C -3.106 -2.071 1.096
N -1.924 -1.437 1.686
H -3.156 -0.077 -2.592
H -2.039 -1.279 -2.636
H -3.422 -2.823 -1.642
H -4.477 -2.004 -2.799
H -5.455 -2.252 -0.489
H -5.397 -0.577 -1.065
H -4.641 -0.548 1.221
H -3.287 -0.198 0.121
H -2.741 -2.763 0.335
H -3.680 -2.648 1.837
H -1.261 -2.149 1.980
H -2.194 -0.922 2.523
Cl -2.107 -5.516 -1.022
C -1.403 -4.566 -2.342
C -0.589 -3.363 -1.849
O -0.077 -3.413 -0.701
O -0.447 -2.427 -2.629
H -2.214 -4.237 -2.992
H -0.738 -5.226 -2.899
C 4.392 -1.849 -1.668
Si 2.590 -2.268 -2.177
C 2.489 -4.171 -2.388
C 2.316 -1.461 -3.896
Ge 0.973 -1.582 -0.479
Si 1.639 -2.391 1.754
C 0.988 -1.115 3.050
C 3.535 -2.477 2.033
C 0.978 -4.126 2.252
Si 2.258 1.040 0.117
C 4.062 1.487 0.616
C 2.066 1.576 -1.717
C 1.138 2.015 1.334
H 5.087 -2.262 -2.390
H 4.649 -2.245 -0.693
H 4.548 -0.777 -1.641
H 3.455 -4.606 -2.629
H 1.803 -4.422 -3.194
H 2.118 -4.653 -1.488
H 2.449 -2.186 -4.693
H 3.011 -0.646 -4.072
H 1.306 -1.074 -3.974
H 1.814 -0.589 3.515
H 0.418 -1.588 3.845
H 0.352 -0.375 2.568
H 4.035 -1.577 1.691
H 3.979 -3.324 1.520
H 3.741 -2.589 3.092
H -0.051 -4.287 1.943
H 1.035 -4.286 3.328
H 1.570 -4.904 1.777
H 4.787 1.029 -0.047
H 4.299 1.184 1.629
H 4.200 2.563 0.559
H 2.902 1.222 -2.312
H 2.031 2.659 -1.798
H 1.154 1.173 -2.152
H 1.555 2.035 2.333
H 0.131 1.586 1.387
H 1.032 3.042 0.996
C -1.002 7.141 2.768
C -1.137 5.939 1.884
C -1.858 4.821 2.275
C -1.981 3.712 1.451
C -2.793 2.539 1.915
C -1.372 3.707 0.191
Te -1.739 2.072 -1.153
C -0.617 4.813 -0.203
C 0.120 4.892 -1.508
C -0.520 5.909 0.644
H -1.689 7.084 3.608
H -1.204 8.052 2.208
H 0.016 7.204 3.153
H -2.356 4.828 3.234
H -3.074 2.651 2.960
H -2.229 1.606 1.799
H -3.704 2.457 1.317
H -0.065 4.005 -2.111
H 1.193 4.979 -1.334
H -0.200 5.770 -2.066
H 0.040 6.774 0.316
*
```

Atom charges from the Löwdin analysis, given in e for atoms 1 to 2: number 1, Pd, carries 0.21; number 2, N, carries -0.03

(3)
Entry from OMol25: a structure of composition C24H52LiN3O15 at a distorted geometry (ωB97M-V/def2-TZVPD).

Its orbital gap is 0.2379 hartree. The max |F| comes out at 0.05823 Eh/bohr. Its HOMO energy is -7.219 eV. As for the relative energy (zero: lowest compared OMol25 entry of this formula, charge and spin): 661.81 kJ/mol.

ORCA input file:
```
! wB97M-V def2-TZVPD RIJCOSX def2/J DEFGRID3
* xyz 0 1
Li 21.716 5.672 36.868
N 24.323 2.475 36.525
O 24.625 3.538 35.987
O 23.418 2.579 37.355
O 24.861 1.433 36.300
C 30.490 3.592 34.201
N 30.429 4.838 33.398
O 30.884 4.864 32.292
O 29.867 5.761 33.933
H 30.314 2.896 33.381
H 29.635 3.520 34.874
H 31.513 3.658 34.572
C 25.726 -4.548 38.037
N 24.325 -5.080 37.895
O 23.557 -4.851 38.831
O 24.095 -5.858 36.955
H 26.296 -5.095 38.788
H 25.732 -3.618 38.605
H 26.257 -4.374 37.101
C 22.999 7.925 33.704
O 21.679 7.768 34.139
C 20.676 7.586 33.095
C 20.758 6.220 32.485
O 20.613 5.249 33.515
C 20.545 3.867 33.107
H 23.141 8.890 33.217
H 23.286 7.161 32.982
H 23.693 7.807 34.536
H 20.640 8.320 32.290
H 19.705 7.721 33.571
H 21.762 6.049 32.098
H 20.049 6.097 31.666
H 21.521 3.561 32.729
H 19.766 3.677 32.369
H 20.486 3.222 33.983
C 23.938 7.383 39.786
O 22.585 7.362 39.381
C 21.612 7.506 40.455
C 20.167 7.828 40.009
O 19.786 6.973 38.925
C 18.477 7.064 38.412
H 24.366 6.520 40.296
H 24.114 8.213 40.469
H 24.491 7.571 38.866
H 21.815 8.402 41.041
H 21.644 6.689 41.176
H 20.142 8.845 39.618
H 19.492 7.717 40.858
H 17.883 6.731 39.263
H 18.337 6.361 37.591
H 18.147 8.092 38.264
C 17.408 0.047 40.939
O 17.897 -0.563 42.056
C 19.294 -0.763 41.969
C 19.734 -1.422 43.252
O 19.301 -0.627 44.389
C 19.447 -1.304 45.634
H 16.365 0.311 41.111
H 17.471 -0.710 40.157
H 18.008 0.941 40.768
H 19.879 0.153 41.899
H 19.701 -1.316 41.123
H 20.806 -1.603 43.173
H 19.282 -2.394 43.448
H 19.167 -0.728 46.515
H 20.455 -1.689 45.789
H 18.804 -2.183 45.676
C 29.690 -1.548 31.658
O 29.545 -0.795 30.444
C 28.228 -0.640 29.957
C 28.242 0.310 28.803
O 28.723 -0.246 27.537
C 28.563 0.555 26.379
H 30.753 -1.681 31.859
H 29.184 -2.514 31.636
H 29.300 -0.998 32.514
H 27.448 -0.405 30.681
H 27.941 -1.636 29.621
H 28.846 1.194 29.010
H 27.222 0.657 28.639
H 29.013 0.038 25.531
H 29.050 1.530 26.368
H 27.513 0.671 26.107
C 28.620 2.881 43.618
C 28.720 2.475 42.270
C 27.655 1.868 41.633
C 26.450 1.547 42.314
C 26.354 1.943 43.623
C 27.449 2.562 44.301
H 29.440 3.343 44.149
H 29.619 2.513 41.673
H 27.820 1.580 40.605
H 25.663 0.948 41.880
H 25.465 1.609 44.138
H 27.437 2.820 45.350
*
```

Atom charges from the Löwdin analysis, given in e for atoms 1 to 2: number 1, Li, carries 0.84; number 2, N, carries -0.72

E values, unit eV, following the record order: -242465.165, -136252.596, -61101.742.